Computed, not measured: a molecular structure, C40H36ClN3Si2Sr in a non-equilibrium geometry, with the ωB97M-V functional and the def2-TZVPD basis.

Positions of all 83 atoms, in Å:
Sr1 1.69 -0.65 -0.65
Cl1 0.63 0.06 -2.95
Si1 5.26 -2.00 -1.14
Si2 3.46 -5.29 -1.20
N1 -0.67 -2.02 0.22
N2 -1.66 0.31 -0.44
N3 -2.06 -0.16 0.70
C1 0.36 1.80 1.11
C2 6.60 -2.13 -2.52
C3 6.36 -6.39 0.45
C4 -4.18 3.18 -2.16
C5 0.84 2.31 -0.13
C6 -2.15 1.88 -2.21
C7 5.63 -3.79 -0.49
C8 -1.97 -3.45 2.29
C9 5.42 -4.99 -1.34
C10 3.42 -1.27 -3.54
C11 7.20 -2.21 -4.88
C12 3.16 -6.47 2.76
C13 6.21 -3.97 0.74
C14 2.24 2.13 -0.17
C15 8.26 -3.08 -4.60
C16 2.99 -2.43 -4.12
C17 2.77 -3.61 -3.38
C18 2.65 1.49 1.04
C19 -1.63 -1.45 0.99
C20 -3.83 1.47 -0.48
C21 2.96 -5.35 0.61
C22 6.56 -5.24 1.22
C23 5.78 -6.29 -0.80
C24 -0.53 -3.36 0.35
C25 6.44 -1.68 -3.83
C26 8.59 -3.35 -3.27
C27 3.46 -2.42 -1.34
C28 -2.56 1.20 -1.04
C29 1.47 1.27 1.83
C30 2.40 -4.26 1.28
C31 2.76 -5.31 3.43
C32 -1.12 -4.09 1.38
C33 -2.24 -2.09 2.09
C34 2.32 -4.22 2.68
C35 7.78 -2.85 -2.24
C36 -4.63 2.46 -1.04
C37 3.04 -3.66 -2.02
C38 3.20 -6.52 1.37
C39 -2.94 2.88 -2.74
C40 3.77 -1.23 -2.14
H1 6.63 -7.37 0.86
H2 6.43 -3.10 1.37
H3 5.61 -7.18 -1.42
H4 5.69 -0.92 -4.06
H5 9.48 -3.94 -3.03
H6 3.67 1.26 1.34
H7 2.90 2.45 -0.99
H8 6.97 -1.93 -5.92
H9 8.06 -3.06 -1.21
H10 3.22 -2.34 -0.26
H11 -0.87 -5.15 1.49
H12 1.97 -3.43 0.71
H13 -4.80 3.97 -2.59
H14 -2.91 -1.48 2.69
H15 7.00 -5.33 2.22
H16 -2.59 3.44 -3.61
H17 -5.61 2.66 -0.60
H18 0.22 2.80 -0.88
H19 -2.42 -3.99 3.12
H20 1.92 -3.33 3.16
H21 -4.12 0.90 0.40
H22 2.75 -5.27 4.53
H23 5.64 -1.00 -0.10
H24 8.84 -3.53 -5.42
H25 3.47 -7.44 0.86
H26 1.42 0.84 2.83
H27 3.07 -6.43 -1.89
H28 3.90 -0.21 -1.71
H29 3.46 -7.35 3.34
H30 2.45 -4.53 -3.89
H31 -1.20 1.57 -2.65
H32 5.61 -4.88 -2.42
H33 3.50 -0.35 -4.11
H34 -0.65 1.90 1.50
H35 2.80 -2.45 -5.20
H36 0.08 -3.86 -0.42

Calculated values
Energy relative to the best compared isomer or geometry (same formula, charge and spin)   594.6 kJ/mol
Multiplicity   1
F_max   0.082 Eh/bohr
Gap between HOMO and LUMO (spin up / spin down)   4.696 / 4.700 eV
M   738.0 g mol⁻¹

Here are the Löwdin charges for atoms 1 to 8, given in e: 1.130, -0.158, 0.635, 0.809, 0.062, 0.099, 0.061, -0.201